[1]
Entry from the Open Molecules 2025 dataset: the ion C5H10NO2 with charge -1 (the ωB97M-V functional and the def2-TZVPD basis).

The geometry in XYZ format:
```
18
Properties=species:S:1:pos:R:3
C 0.304 0.138 2.200
C 1.067 -0.438 1.046
C 2.586 -0.422 1.482
C 0.840 0.242 -0.334
N -0.091 -0.480 -1.189
C -1.460 0.204 -1.280
O -1.653 1.433 -1.140
O -2.305 -0.636 -1.576
H -0.760 0.077 2.026
H 0.486 1.266 2.303
H 0.589 -0.174 3.236
H 1.013 -1.660 0.993
H 2.630 -0.877 2.430
H 2.845 0.605 1.514
H 3.249 -0.767 0.645
H 1.838 0.406 -0.740
H 0.545 1.268 0.003
H -0.149 -1.500 -1.044
```

Calculated values
* net charge: -1
* LUMO: 3.60 eV
* structure (SMILES): CC(C)CNC(=O)[O-]
* highest occupied orbital energy: -3.86 eV
* energy above the lowest of the compared OMol25 structures with the same formula, charge and spin: 126.4 kJ/mol

Mulliken population analysis, charges in e, atoms 1 to 6: number 1, C, carries -1.5079; number 2, C, carries 0.8624; number 3, C, carries -1.7295; number 4, C, carries -0.7582; number 5, N, carries -0.3540; number 6, C, carries 0.5852

[2]
Entry from the Open Molecules 2025 dataset: a structure of composition C8H33N9O8 (the ωB97M-V functional and the def2-TZVPD basis).

The geometry in XYZ format:
```
58
Properties=species:S:1:pos:R:3
C -2.695 -1.067 1.801
O -3.919 -0.994 1.966
N -1.911 -1.841 2.516
N -2.035 -0.433 0.894
H -2.394 -2.285 3.283
H -0.940 -2.017 2.300
H -2.549 0.215 0.314
H -1.047 -0.557 0.724
C 3.423 0.601 -1.584
O 2.891 -0.244 -2.228
N 4.426 1.305 -1.967
N 2.917 1.130 -0.463
H 4.972 0.977 -2.751
H 4.744 2.155 -1.524
H 3.239 2.014 -0.097
H 2.135 0.685 -0.004
C 0.598 -2.146 2.862
O 0.592 -2.081 1.672
N 1.219 -3.043 3.531
N -0.156 -1.432 3.729
H 1.119 -2.741 4.490
H 2.044 -3.391 3.064
H -0.641 -0.614 3.389
H 0.050 -1.451 4.717
C 1.779 0.802 1.564
O 1.315 0.978 0.467
N 3.045 0.883 1.876
N 1.152 0.333 2.579
H 3.472 0.597 2.746
H 3.546 1.276 1.092
H 1.723 -0.135 3.268
H 0.144 0.276 2.565
C -0.331 0.329 -2.110
C -1.780 0.395 -1.722
C -2.702 0.804 -2.881
O -2.241 1.977 -3.601
C -3.223 2.342 -4.682
N -2.043 -0.927 -1.128
H 0.333 -0.239 -1.458
H 0.078 1.339 -2.077
H -0.265 -0.120 -3.101
H -1.728 1.053 -0.855
H -3.730 0.756 -2.523
H -2.786 0.037 -3.650
H -3.597 1.506 -5.272
H -2.797 3.036 -5.406
H -4.163 2.712 -4.274
H -3.009 -0.868 -0.839
H -1.572 -0.904 -0.235
O 2.093 -1.517 -0.914
H 2.423 -1.108 -1.714
H 1.205 -1.173 -0.817
O -0.014 -0.592 0.363
H 0.796 -0.085 0.306
H 0.123 -1.180 1.106
O -1.293 1.507 0.572
H -1.499 2.138 -0.118
H -0.536 1.025 0.238
```

Calculated values
* net charge: 0
* LUMO: -0.75 eV
* highest occupied orbital energy: -6.55 eV
* energy above the lowest of the compared OMol25 structures with the same formula, charge and spin: 2541.1 kJ/mol

Mulliken population analysis, charges in e, atoms 1 to 6: number 1, C, carries -0.0267; number 2, O, carries -0.8454; number 3, N, carries -0.2818; number 4, N, carries -0.3144; number 5, H, carries 0.2131; number 6, H, carries 0.1956

[3]
Entry from the Open Molecules 2025 dataset: a cluster of 2 separate species, C2H9NSi in total (the ωB97M-V functional and the def2-TZVPD basis).

The geometry in XYZ format:
```
13
Properties=species:S:1:pos:R:3
C 0.934 -0.724 -0.046
Si -0.708 -0.527 0.589
C -2.289 -1.493 0.130
H 1.110 -1.784 -0.431
H 1.739 -0.297 0.601
H -1.312 0.692 1.177
H -2.649 -0.777 -0.671
H -2.104 -2.543 0.037
H -2.882 -1.404 1.032
N 1.985 2.253 -0.820
H 1.481 3.048 -0.434
H 3.011 2.254 -0.600
H 1.683 1.304 -0.563
```

Calculated values
* net charge: 0
* LUMO: 0.24 eV
* structure (SMILES): C=[SiH]C.N
* highest occupied orbital energy: -8.59 eV
* energy above the lowest of the compared OMol25 structures with the same formula, charge and spin: 314.7 kJ/mol

Mulliken population analysis, charges in e, atoms 1 to 6: number 1, C, carries -0.8807; number 2, Si, carries 0.3597; number 3, C, carries -0.8544; number 4, H, carries 0.1901; number 5, H, carries 0.3344; number 6, H, carries -0.0842

[4]
Entry from the Open Molecules 2025 dataset: an isolated molecule of C6H10O (the ωB97M-V functional and the def2-TZVPD basis).

The geometry in XYZ format:
```
17
Properties=species:S:1:pos:R:3
C 0.283 1.090 -1.429
C 0.528 -0.380 -1.169
C 1.329 -0.832 0.018
C -0.155 -1.082 -0.020
C -1.163 -0.352 0.855
C -0.680 0.725 1.802
O 0.380 0.728 2.381
H 1.071 1.509 -2.063
H 0.276 1.674 -0.499
H -0.676 1.247 -1.941
H 0.637 -0.978 -2.073
H 1.985 -1.691 -0.094
H 1.691 -0.077 0.707
H -0.449 -2.110 -0.223
H -1.666 -1.081 1.509
H -1.964 0.082 0.244
H -1.428 1.529 1.996
```

Calculated values
* net charge: 0
* LUMO: 1.00 eV
* structure (SMILES): C[C@H]1C[C@H]1CC=O
* highest occupied orbital energy: -9.77 eV
* energy above the lowest of the compared OMol25 structures with the same formula, charge and spin: 79.7 kJ/mol

Mulliken population analysis, charges in e, atoms 1 to 6: number 1, C, carries -1.3469; number 2, C, carries 0.1999; number 3, C, carries -0.6746; number 4, C, carries -0.0294; number 5, C, carries -0.7258; number 6, C, carries -0.1414

[5]
Entry from the Open Molecules 2025 dataset: a cluster of 2 separate species, C3H11N2S in total (the ωB97M-V functional and the def2-TZVPD basis).

The geometry in XYZ format:
```
17
Properties=species:S:1:pos:R:3
C -0.090 -1.027 -2.050
S 0.112 0.695 -1.530
C 1.591 1.029 -2.460
H -0.205 -1.023 -3.124
H 0.792 -1.591 -1.761
H -0.971 -1.418 -1.560
H 1.598 0.551 -3.436
H 2.490 0.708 -1.935
H 1.704 2.098 -2.663
N -0.390 -0.064 3.736
C -0.898 -0.014 2.447
N -0.562 -1.043 1.568
H 0.378 -0.687 3.921
H -0.961 0.100 4.545
H -1.335 0.880 2.039
H -0.733 -0.948 0.580
H -0.472 -1.985 1.906
```

Calculated values
* 2S+1: 2
* net charge: 0
* LUMO (alpha / beta): 1.04 / 1.02 eV
* highest occupied orbital energy (alpha / beta): -5.06 / -8.53 eV
* energy above the lowest of the compared OMol25 structures with the same formula, charge and spin: 29.4 kJ/mol
* ⟨S²⟩: 0.753

Mulliken population analysis, charges in e, atoms 1 to 6: number 1, C, carries -1.0030; number 2, S, carries -0.0205; number 3, C, carries -0.8626; number 4, H, carries 0.3807; number 5, H, carries 0.3006; number 6, H, carries 0.3608

[6]
Entry from the Open Molecules 2025 dataset: a cluster of 3 separate species, C6H19NO2S in total (the ωB97M-V functional and the def2-TZVPD basis).

The geometry in XYZ format:
```
29
Properties=species:S:1:pos:R:3
C -1.868 -1.514 0.949
C -0.448 -0.861 1.391
N -0.528 0.441 2.110
C 0.308 1.492 1.498
C -0.241 2.319 0.362
C -0.260 1.487 -0.987
C 1.015 0.942 -1.433
S 2.127 2.413 -1.639
H -2.046 -1.670 -0.119
H -2.609 -0.806 1.345
H -1.922 -2.489 1.282
H -0.092 -1.621 2.048
H 0.223 -0.759 0.600
H -1.517 0.801 2.370
H 1.327 0.998 1.248
H 0.426 2.149 2.366
H 0.493 3.034 0.241
H -1.223 2.774 0.580
H -0.477 2.456 -1.586
H -0.942 0.741 -1.159
H 1.505 0.237 -0.648
H 0.960 0.267 -2.389
H 2.768 1.980 -0.579
O 1.615 -2.162 -1.105
H 2.182 -2.886 -0.693
H 1.714 -2.243 -2.102
O -0.696 -2.635 -1.654
H -0.201 -2.522 -0.844
H -1.594 -2.363 -1.454
```

Calculated values
* net charge: 0
* LUMO: 0.42 eV
* structure (SMILES): CCNCCCCS.O.O
* highest occupied orbital energy: -8.33 eV
* energy above the lowest of the compared OMol25 structures with the same formula, charge and spin: 182.2 kJ/mol

Mulliken population analysis, charges in e, atoms 1 to 6: number 1, C, carries -1.1799; number 2, C, carries 0.5761; number 3, N, carries -0.3095; number 4, C, carries -0.7687; number 5, C, carries -0.4234; number 6, C, carries -0.8208

[7]
Entry from the Open Molecules 2025 dataset: a cluster of 10 separate species, C28H81BF4N7O9 in total (the ωB97M-V functional and the def2-TZVPD basis).

The geometry in XYZ format:
```
130
Properties=species:S:1:pos:R:3
B -0.380 -0.686 0.328
F -0.803 -0.391 1.620
F 0.093 -1.982 0.281
F -1.305 -0.439 -0.601
F 0.798 -0.027 -0.031
C -0.464 -4.201 -4.174
C -0.580 -4.059 -2.646
C 0.762 -4.257 -1.847
O 1.235 -5.659 -2.008
C 2.481 -5.785 -1.370
N -1.116 -2.752 -2.447
H 0.211 -4.997 -4.488
H -0.035 -3.320 -4.653
H -1.434 -4.325 -4.656
H -1.398 -4.702 -2.320
H 0.619 -4.065 -0.783
H 1.500 -3.561 -2.245
H 2.456 -5.258 -0.417
H 3.205 -5.334 -2.048
H 2.672 -6.851 -1.242
H -0.509 -2.090 -2.910
H -0.909 -2.410 -1.520
C -2.597 0.848 -3.658
C -4.015 1.294 -3.177
C -4.964 0.323 -2.468
O -5.153 -0.955 -3.115
C -5.682 -0.895 -4.455
N -3.880 2.440 -2.267
H -2.046 1.520 -4.316
H -2.700 -0.128 -4.131
H -1.982 0.678 -2.775
H -4.630 1.800 -3.922
H -5.904 0.809 -2.207
H -4.677 0.050 -1.453
H -5.086 -0.213 -5.063
H -6.717 -0.579 -4.324
H -5.632 -1.884 -4.910
H -3.435 3.237 -2.699
H -3.253 2.118 -1.543
C -0.437 2.973 -1.581
C -1.094 3.130 -0.230
C -1.736 4.502 -0.060
O -0.776 5.555 -0.186
C -1.444 6.844 -0.237
N -2.029 2.047 -0.035
H 0.034 2.002 -1.731
H 0.360 3.689 -1.780
H -1.142 3.114 -2.400
H -0.323 3.004 0.530
H -2.305 4.605 0.864
H -2.532 4.680 -0.783
H -2.266 6.952 0.471
H -1.753 6.872 -1.282
H -0.698 7.619 -0.067
H -2.145 1.939 0.962
H -1.576 1.189 -0.316
C 5.633 1.403 -3.355
C 4.229 2.024 -3.514
C 3.100 1.247 -2.776
O 2.939 -0.027 -3.385
C 1.958 -0.919 -2.847
N 4.242 3.392 -3.002
H 6.470 2.046 -3.628
H 5.804 0.494 -3.932
H 5.815 1.221 -2.296
H 4.068 2.108 -4.589
H 2.109 1.694 -2.689
H 3.361 1.174 -1.721
H 2.091 -1.839 -3.416
H 0.897 -0.707 -2.977
H 2.128 -1.190 -1.804
H 5.018 3.940 -3.347
H 4.169 3.470 -1.998
C -1.324 3.442 4.114
C -0.980 2.077 3.547
C -0.499 1.044 4.572
O -1.428 1.019 5.668
C -0.930 0.410 6.801
N -2.177 1.505 2.847
H -0.442 3.872 4.589
H -2.113 3.408 4.865
H -1.698 3.924 3.211
H -0.242 2.105 2.746
H 0.506 1.311 4.899
H -0.404 0.056 4.122
H -1.665 0.149 7.562
H -0.177 1.121 7.143
H -0.368 -0.515 6.672
H -2.823 1.169 3.547
H -1.710 0.698 2.458
C 0.181 -5.678 1.910
C 0.013 -4.220 2.173
C -0.164 -3.868 3.647
O -1.384 -4.510 4.136
C -1.774 -4.101 5.456
N 1.275 -3.620 1.792
H 1.066 -6.112 2.376
H 0.340 -5.905 0.856
H -0.759 -6.192 2.109
H -0.793 -3.864 1.532
H -0.214 -2.787 3.778
H 0.636 -4.159 4.328
H -2.619 -4.697 5.800
H -1.894 -3.021 5.545
H -0.964 -4.394 6.124
H 1.331 -2.697 2.199
H 1.304 -3.398 0.807
C 2.855 0.898 2.645
C 3.285 2.065 1.730
C 4.613 1.705 1.023
O 5.216 2.737 0.208
C 5.435 3.870 0.987
N 2.324 2.106 0.701
H 3.529 0.638 3.461
H 2.576 0.000 2.094
H 1.942 1.154 3.183
H 3.365 3.005 2.276
H 4.482 0.808 0.417
H 5.383 1.427 1.744
H 6.017 3.754 1.901
H 4.550 4.500 1.083
H 6.145 4.466 0.414
H 2.905 2.065 -0.124
H 1.825 1.232 0.781
O -3.183 -2.275 1.230
H -2.286 -1.954 1.134
H -3.507 -2.353 0.332
O -3.897 -2.550 -1.472
H -4.527 -2.013 -1.952
H -3.068 -2.415 -1.932
```

Calculated values
* net charge: -1
* LUMO: 2.47 eV
* highest occupied orbital energy: -6.01 eV
* energy above the lowest of the compared OMol25 structures with the same formula, charge and spin: 70.3 kJ/mol

Mulliken population analysis, charges in e, atoms 1 to 6: number 1, B, carries 0.4127; number 2, F, carries -0.3155; number 3, F, carries -0.0990; number 4, F, carries -0.5390; number 5, F, carries 0.6148; number 6, C, carries -1.5159

[8]
Entry from the Open Molecules 2025 dataset: an isolated molecule of C4H6FN (the ωB97M-V functional and the def2-TZVPD basis).

The geometry in XYZ format:
```
12
Properties=species:S:1:pos:R:3
C -1.178 0.590 -0.656
C -0.340 -0.420 0.400
C 0.412 -1.315 -0.593
N 1.245 -1.802 -1.340
C 0.926 0.337 0.831
F 0.475 1.579 1.447
H -1.850 -0.121 -1.412
H -0.292 1.307 -1.264
H -1.955 1.009 -0.015
H -0.647 -1.141 1.149
H 1.421 -0.262 1.560
H 1.781 0.240 -0.105
```

Calculated values
* net charge: 0
* LUMO: 0.71 eV
* structure (SMILES): C[C@@H](C#N)CF
* highest occupied orbital energy: -11.26 eV
* energy above the lowest of the compared OMol25 structures with the same formula, charge and spin: 292.4 kJ/mol

Mulliken population analysis, charges in e, atoms 1 to 6: number 1, C, carries -0.9078; number 2, C, carries 0.1375; number 3, C, carries 0.1985; number 4, N, carries -0.5049; number 5, C, carries -0.5498; number 6, F, carries -0.3111